Entry from OMol25: C44H60ClF3N2O2Ti as an isolated structure at a distorted geometry (wB97M-V/def2-TZVPD).

**E_HOMO**: -8.0 eV
**ΔE to the lowest compared entry with this formula, charge and spin**: 51.2 kJ/mol

Each line ends with the Mulliken charge.
Geometry (Å):
Ti: 13.0175 -14.4781 -8.8712  0.487
C: 14.1898 -11.5074 -9.0013  -1.061
N: 13.4076 -12.3576 -9.9349  0.970
C: 12.1953 -11.7237 -10.3303  -1.516
C: 14.2101 -12.5384 -11.1579  -1.236
C: 13.8623 -13.8536 -11.8861  -1.233
N: 13.8368 -15.0341 -11.0264  1.412
C: 13.0025 -16.0740 -11.6545  -2.100
C: 12.9219 -17.2779 -10.8271  0.652
C: 12.8933 -18.4401 -11.5418  -0.787
C: 12.6821 -19.7103 -11.0205  -0.442
C: 12.5526 -19.7108 -9.6219  -0.946
C: 12.6225 -18.6044 -8.8600  0.130
C: 12.7890 -17.3447 -9.4368  -0.237
O: 12.7226 -16.1931 -8.7113  1.118
C: 12.4020 -18.6861 -7.3077  2.652
C: 13.4051 -17.8011 -6.4823  -1.117
C: 10.9434 -18.2664 -6.8437  -1.671
C: 12.5806 -20.1053 -6.8722  -2.257
C: 12.5450 -20.9677 -11.9523  1.954
C: 13.9773 -21.1796 -12.5050  -1.475
C: 11.5576 -20.6157 -13.1037  -1.472
C: 12.0928 -22.1678 -11.1204  -1.756
C: 15.2726 -15.4891 -10.9815  -2.507
C: 15.7236 -16.1781 -9.6962  1.444
C: 16.3243 -17.4132 -9.7647  -0.057
C: 17.0900 -17.9355 -8.7078  -0.727
C: 17.1138 -17.1273 -7.5428  -0.437
C: 16.4472 -15.9342 -7.4094  0.336
C: 15.7043 -15.4786 -8.4938  -0.250
O: 14.8806 -14.3446 -8.4966  -0.632
C: 16.7105 -15.0329 -6.2024  2.459
C: 17.2042 -15.8423 -5.0263  -2.090
C: 15.4340 -14.2144 -5.7293  -1.446
C: 17.8564 -14.0396 -6.5833  -1.782
C: 17.8303 -19.2947 -8.5957  2.332
C: 17.1938 -20.1179 -7.5061  -1.664
C: 19.3094 -19.2109 -8.2519  -1.570
C: 17.6883 -20.0669 -9.9247  -1.549
H: 14.1049 -10.4825 -9.2826  0.485
H: 15.2643 -11.7706 -8.9811  0.261
H: 13.8570 -11.6736 -7.9615  0.109
H: 12.3745 -10.6780 -10.5911  0.403
H: 11.4408 -11.6815 -9.5528  0.212
H: 11.6449 -12.1813 -11.1432  0.392
H: 15.2840 -12.6664 -10.9205  0.441
H: 14.1319 -11.6437 -11.8332  0.426
H: 14.5903 -13.9310 -12.6854  0.266
H: 12.8335 -13.7913 -12.3133  0.615
H: 13.4716 -16.3514 -12.5966  0.594
H: 12.0187 -15.6254 -11.7940  0.672
H: 13.0325 -18.3082 -12.6172  0.358
H: 12.2320 -20.6032 -9.1259  0.577
H: 13.1084 -16.7928 -6.4665  -0.274
H: 14.3625 -17.8858 -7.0307  -0.160
H: 13.5117 -18.1192 -5.4583  0.757
H: 10.7635 -17.2164 -7.1343  0.201
H: 10.9844 -18.4649 -5.7509  0.457
H: 10.1698 -18.9569 -7.2443  0.310
H: 13.4777 -20.5804 -7.2360  0.294
H: 11.7571 -20.7715 -7.1457  0.427
H: 12.6460 -20.1785 -5.7886  0.462
H: 14.3765 -20.3078 -13.0632  0.328
H: 13.9159 -22.1225 -13.0937  0.436
H: 14.6648 -21.2913 -11.6699  0.210
H: 12.1382 -19.9898 -13.7970  0.367
H: 10.6616 -20.0509 -12.7812  0.252
H: 11.2871 -21.5058 -13.7051  0.426
H: 12.7879 -22.1910 -10.2808  0.383
H: 12.1089 -23.1343 -11.6925  0.377
H: 11.0715 -21.9842 -10.7675  0.371
H: 15.9321 -14.5908 -10.9606  0.588
H: 15.5786 -16.0678 -11.8491  0.276
H: 16.3013 -17.9410 -10.7420  0.277
H: 17.6449 -17.4977 -6.6430  0.245
H: 16.5547 -16.6713 -4.8498  0.327
H: 17.2062 -15.1562 -4.1637  0.550
H: 18.2633 -16.1626 -5.1964  0.389
H: 14.6965 -14.9679 -5.6080  0.236
H: 15.0054 -13.4627 -6.3937  -0.081
H: 15.7948 -13.7020 -4.8445  0.699
H: 18.5414 -14.5504 -7.2374  0.343
H: 18.2983 -13.7689 -5.6370  0.531
H: 17.4970 -13.0594 -6.9519  0.237
H: 17.3420 -19.6931 -6.4913  0.337
H: 17.5739 -21.1296 -7.4829  0.575
H: 16.1412 -20.0938 -7.7361  0.186
H: 19.5393 -18.5308 -7.3941  0.232
H: 19.9507 -18.9750 -9.1371  0.343
H: 19.6295 -20.2162 -7.9218  0.421
H: 16.6349 -19.9722 -10.2039  -0.067
H: 18.0252 -21.0620 -9.7240  0.520
H: 18.2043 -19.5350 -10.7448  0.349
Cl: 10.1102 -13.9954 -11.1957  -0.261
C: 10.8881 -14.6387 -9.7002  -0.527
H: 10.5247 -15.6639 -9.6137  0.280
H: 10.3834 -14.0001 -8.9224  0.425
F: 9.7834 -14.4607 0.2374  -0.281
C: 9.5408 -13.3755 -0.5603  0.826
F: 10.0869 -12.3112 0.0624  -0.242
F: 8.2021 -13.1483 -0.6414  -0.248
C: 10.2264 -13.5527 -1.8995  0.195
C: 9.9755 -12.5853 -2.8523  -0.879
C: 10.5116 -12.7079 -4.1244  -0.811
C: 11.3857 -13.7608 -4.4477  0.262
C: 11.7002 -14.7150 -3.4806  -0.123
C: 11.1248 -14.5976 -2.1951  -0.694
C: 11.8852 -13.7697 -5.8056  0.711
C: 12.3527 -13.7327 -6.9427  -1.225
H: 9.3052 -11.7446 -2.5899  0.306
H: 10.3044 -11.8726 -4.7662  0.413
H: 12.2838 -15.6072 -3.7209  0.553
H: 11.3316 -15.3464 -1.4470  0.446

Forces on atoms 1 to 2 (eV/Å):
Ti -0.22 1.09 0.04
C 0.38 -1.06 1.13

=====

Entry from OMol25: C4H10IO2Sb as an isolated structure at a distorted geometry (wB97M-V/def2-TZVPD).

**E_HOMO**: 0.4 eV
**Net charge**: -2

Each line ends with the natural charge from an NBO analysis.
Geometry (Å):
C: 2.7378 0.2712 0.4475  -0.650
C: 1.1340 0.6593 0.1740  -0.463
C: 0.3834 -0.7732 -0.1317  -0.714
I: 0.8248 -1.6277 -2.1084  -0.037
Sb: -1.8154 -0.7476 0.1076  1.057
C: -2.0249 1.3616 -0.5256  0.403
O: -3.0121 2.0881 0.0662  -0.821
O: -1.2342 2.0623 -1.5493  -0.907
H: 3.0799 -0.6158 -0.2745  0.213
H: 2.8853 -0.1018 1.5536  0.179
H: 3.3652 1.2649 0.2513  0.182
H: 0.6779 1.2263 1.1068  0.229
H: 1.1605 1.3486 -0.7962  0.258
H: 0.8248 -1.5446 0.6654  0.190
H: -1.9974 -1.2339 -1.5670  -0.275
H: -1.7427 -2.4791 0.5001  -0.334
H: -1.6889 -0.2975 1.7943  -0.267
H: -3.5580 -0.8611 0.2860  -0.246

Forces on atoms 1 to 2 (eV/Å):
C -0.37 0.45 0.09
C 1.69 -0.95 -1.24

=====

Entry from OMol25: a single C6H15BNO3P molecule at a distorted geometry (wB97M-V/def2-TZVPD).

**Structure (SMILES)**: CCP(CC)OC(=O)NB(C)O
**E_HOMO**: -8.3 eV
**ΔE to the lowest compared entry with this formula, charge and spin**: 0.0 kJ/mol

Each line ends with the natural charge from an NBO analysis.
Geometry (Å):
C: -1.3077 0.2337 3.0829  -0.615
C: -1.2748 1.4523 2.1418  -0.749
P: -0.2359 1.3500 0.6456  1.085
C: -1.1716 0.3434 -0.5858  -0.747
C: -2.6213 0.8115 -0.6376  -0.610
O: 1.0882 0.4091 1.1284  -0.790
C: 2.1202 0.3901 0.2153  0.898
O: 2.6701 1.4044 -0.1994  -0.593
N: 2.4817 -0.8975 -0.1452  -0.883
B: 2.5091 -1.1476 -1.5971  1.122
C: 1.4041 -2.0125 -2.3095  -1.016
O: 3.5506 -0.6580 -2.3446  -0.918
H: -0.3859 -0.3320 3.0723  0.216
H: -2.1332 -0.4326 2.8700  0.204
H: -1.4523 0.5695 4.1038  0.212
H: -0.9596 2.3163 2.7055  0.238
H: -2.2781 1.6363 1.7817  0.238
H: -1.0902 -0.7347 -0.4695  0.217
H: -0.7121 0.5849 -1.5375  0.225
H: -3.1852 0.3790 0.1786  0.205
H: -2.6726 1.8924 -0.6060  0.211
H: -3.0735 0.4779 -1.5619  0.219
H: 1.8856 -1.5747 0.3115  0.395
H: 0.8617 -1.4186 -3.0365  0.250
H: 0.7046 -2.4592 -1.6145  0.217
H: 1.8999 -2.7912 -2.8790  0.253
H: 3.3786 0.2077 -2.7133  0.515

Forces on atoms 1 to 2 (eV/Å):
C -0.11 0.28 0.14
C 0.28 -1.52 0.44

=====

no.,orbital gap (Ha),lowest unoccupied orbital energy (eV)
1,0.29012,-0.08
2,0.15889,4.72
3,0.32389,0.50